Record 1
A cluster of 5 separate species, C27H42BrClN2O14P in total. Source: OMol25; level of theory: wB97M-V/def2-TZVPD.

Results
- Largest force on an atom: 3.17 eV Å⁻¹
- Total charge: -1
- HOMO: -4.78 eV
- Kohn-Sham gap: 6.452 eV

Last columns: bonded neighbours and bond lengths (Å).
Atoms and positions in Å:
1 C -5.00 -3.11 2.06  C2 1.205, H23 1.063
2 C -4.63 -2.25 1.30  C1 1.205, C3 1.455
3 C -4.14 -1.20 0.43  C2 1.455, P4 1.952, H24 1.089, H25 1.096
4 P -2.68 -0.07 1.06  C3 1.952, C5 1.939, C7 1.954, O11 1.737, O22 1.757, H26 1.445
5 C -3.84 0.21 2.59  P4 1.939, C6 1.340, H27 1.094
6 C -3.56 -0.20 3.84  C5 1.340, H28 1.090, H29 1.088
7 C -1.49 1.34 1.70  P4 1.954, C8 1.507, H30 1.089, H31 1.100
8 C -1.48 2.57 0.83  C7 1.507, C9 1.501, N10 1.280
9 C -1.18 2.45 -0.64  C8 1.501, H32 1.090, H33 1.090, H34 1.088
10 N -1.75 3.74 1.28  C8 1.280, H35 1.022
11 O -1.63 -0.47 -0.26  P4 1.737, C12 1.373
12 C -0.50 -1.11 0.18  O11 1.373, N13 1.460, C16 1.567, H36 1.104
13 N 0.29 -1.74 -0.88  C12 1.460, C14 1.461, H37 1.013
14 C 1.70 -1.36 -0.82  N13 1.461, C15 1.547, H38 1.099, H39 1.091
15 C 2.49 -2.00 -1.99  C14 1.547, H40 1.089, H41 1.084, H42 1.091
16 C -1.01 -2.10 1.28  C12 1.567, Br17 2.010, C18 1.532, O22 1.376
17 Br -1.82 -3.62 0.24  C16 2.010
18 C 0.05 -2.55 2.29  C16 1.532, C19 1.536, H43 1.090, H44 1.092
19 C 0.60 -3.98 2.14  C18 1.536, C20 1.515, Cl21 1.848, H45 1.085
20 C -0.22 -5.03 2.86  C19 1.515, H46 1.089, H47 1.089, H48 1.092
21 Cl 2.24 -3.99 2.98  C19 1.848
22 O -1.88 -1.32 2.00  P4 1.757, C16 1.376
23 H -5.18 -4.06 2.51  C1 1.063
24 H -4.94 -0.54 0.09  C3 1.089
25 H -3.76 -1.70 -0.47  C3 1.096
26 H -3.32 0.97 0.30  P4 1.445
27 H -4.81 0.68 2.42  C5 1.094
28 H -2.54 -0.05 4.20  C6 1.090
29 H -4.28 -0.69 4.48  C6 1.088
30 H -1.81 1.68 2.69  C7 1.089
31 H -0.44 1.03 1.82  C7 1.100
32 H -0.24 1.95 -0.85  C9 1.090
33 H -1.14 3.43 -1.11  C9 1.090
34 H -1.99 1.90 -1.10  C9 1.088
35 H -1.96 3.67 2.27  N10 1.022
36 H 0.24 -0.52 0.75  C12 1.104
37 H -0.11 -1.47 -1.77  N13 1.013
38 H 1.85 -0.28 -0.88  C14 1.099
39 H 2.13 -1.76 0.10  C14 1.091
40 H 2.94 -2.93 -1.65  C15 1.089
41 H 1.86 -2.14 -2.86  C15 1.084
42 H 3.31 -1.32 -2.24  C15 1.091
43 H -0.32 -2.47 3.31  C18 1.090
44 H 0.92 -1.89 2.24  C18 1.092
45 H 0.82 -4.24 1.11  C19 1.085
46 H -1.26 -5.03 2.52  C20 1.089
47 H -0.23 -4.87 3.94  C20 1.089
48 H 0.18 -6.02 2.64  C20 1.092
49 C -3.03 2.02 -4.84  C50 1.514, O54 1.427, H55 1.087, H56 1.092
50 C -2.56 0.80 -5.60  C49 1.514, O51 1.429, H57 1.092, H58 1.088
51 O -1.15 0.80 -5.33  C50 1.429, C52 1.363
52 C -0.95 1.47 -4.16  O51 1.363, O53 1.184, O54 1.354
53 O 0.08 1.50 -3.58  C52 1.184
54 O -2.08 2.10 -3.77  C49 1.427, C52 1.354
55 H -4.04 1.91 -4.45  C49 1.087
56 H -2.97 2.93 -5.43  C49 1.092
57 H -2.99 -0.12 -5.22  C50 1.092
58 H -2.74 0.87 -6.67  C50 1.088
59 C 0.87 -1.05 -6.56  C60 1.514, O64 1.427, H65 1.085, H66 1.090
60 C 1.65 -1.68 -7.70  C59 1.514, O61 1.430, H67 1.092, H68 1.087
61 O 2.77 -2.26 -7.02  C60 1.430, C62 1.361
62 C 2.41 -2.47 -5.72  O61 1.361, O63 1.185, O64 1.354
63 O 3.04 -3.09 -4.93  C62 1.185
64 O 1.22 -1.88 -5.46  C59 1.427, C62 1.354
65 H -0.20 -1.05 -6.72  C59 1.085
66 H 1.19 -0.03 -6.35  C59 1.090
67 H 1.09 -2.48 -8.20  C60 1.092
68 H 1.98 -0.96 -8.44  C60 1.087
69 C 5.20 -1.98 3.53  C70 1.511, O74 1.433, H75 1.086, H76 1.092
70 C 5.38 -2.30 5.00  C69 1.511, O71 1.432, H77 1.091, H78 1.087
71 O 6.40 -1.36 5.38  C70 1.432, C72 1.357
72 C 6.37 -0.32 4.51  O71 1.357, O73 1.188, O74 1.353
73 O 6.97 0.69 4.66  C72 1.188
74 O 5.56 -0.60 3.47  C69 1.433, C72 1.353
75 H 4.18 -2.14 3.19  C69 1.086
76 H 5.88 -2.55 2.89  C69 1.092
77 H 4.48 -2.10 5.58  C70 1.091
78 H 5.71 -3.32 5.18  C70 1.087
79 C -0.28 6.40 2.65  C80 1.510, O84 1.439, H85 1.087, H86 1.090
80 C 1.16 6.57 2.22  C79 1.510, O81 1.433, H87 1.092, H88 1.087
81 O 1.19 7.94 1.81  C80 1.433, C82 1.356
82 C 0.19 8.60 2.46  O81 1.356, O83 1.190, O84 1.351
83 O 0.06 9.78 2.46  C82 1.190
84 O -0.62 7.73 3.08  C79 1.439, C82 1.351
85 H -0.39 5.69 3.47  C79 1.087
86 H -0.93 6.10 1.83  C79 1.090
87 H 1.87 6.43 3.04  C80 1.092
88 H 1.43 5.92 1.39  C80 1.087

Okay, here come the Mulliken numbers, in e, for every atom: -0.19 -0.35 -1.32 0.83 -0.42 -0.84 -0.75 0.37 -0.83 -0.77 -0.91 -0.78 -0.01 -0.06 -1.02 0.70 -0.24 -1.22 0.09 -1.25 -0.32 -0.28 0.44 0.63 0.36 0.20 0.36 0.20 0.27 0.55 0.21 0.20 0.60 0.10 0.28 0.27 0.23 0.21 0.08 0.31 0.11 0.43 0.50 0.41 0.54 0.34 0.35 0.37 -0.45 -0.39 -0.16 0.58 -0.49 -0.31 0.34 0.25 0.30 0.33 -0.10 -0.35 -0.35 0.61 -0.49 -0.25 0.13 0.22 0.26 0.31 0.40 -0.37 -0.34 0.64 -0.53 -0.32 -0.28 0.23 0.29 0.31 -0.11 -0.33 -0.34 0.64 -0.54 -0.36 0.29 0.20 0.25 0.27

=====

Record 2
The molecule C21H24BrFN2O3. Source: OMol25; level of theory: wB97M-V/def2-TZVPD.

Results
- Largest force on an atom: 0.72 eV Å⁻¹
- SMILES string: COc1ccc([C@H](CNC(=O)COc2ccc(F)cc2Br)N2CCCC2)cc1
- HOMO: -8.25 eV
- Kohn-Sham gap: 8.771 eV

Last columns: bonded neighbours and bond lengths (Å).
Atoms and positions in Å:
1 C -2.69 -3.52 0.35  H2 1.089, O3 1.408, H51 1.095, H52 1.095
2 H -3.49 -4.01 -0.20  C1 1.089
3 O -2.13 -2.59 -0.56  C1 1.408, C4 1.361
4 C -1.11 -1.80 -0.13  O3 1.361, C5 1.395, C9 1.389
5 C -0.60 -0.90 -1.07  C4 1.395, C6 1.378, H50 1.079
6 C 0.43 -0.05 -0.74  C5 1.378, C7 1.392, H49 1.079
7 C 1.00 -0.08 0.53  C6 1.392, C8 1.388, C12 1.517
8 C 0.48 -0.97 1.46  C7 1.388, C9 1.384, H11 1.081
9 C -0.56 -1.82 1.14  C4 1.389, C8 1.384, H10 1.078
10 H -0.94 -2.49 1.90  C9 1.078
11 H 0.88 -1.00 2.46  C8 1.081
12 C 2.17 0.80 0.93  C7 1.517, N13 1.459, C26 1.538, H48 1.099
13 N 3.50 0.32 0.54  C12 1.459, C14 1.454, C21 1.453
14 C 3.70 -0.05 -0.85  N13 1.454, C15 1.544, H24 1.095, H25 1.086
15 C 3.45 -1.56 -0.97  C14 1.544, H16 1.089, H17 1.089, C18 1.535
16 H 2.45 -1.76 -1.36  C15 1.089
17 H 4.17 -2.02 -1.64  C15 1.089
18 C 3.58 -2.09 0.47  C15 1.535, H19 1.088, H20 1.090, C21 1.541
19 H 4.33 -2.87 0.55  C18 1.088
20 H 2.63 -2.48 0.82  C18 1.090
21 C 3.98 -0.84 1.28  N13 1.453, C18 1.541, H22 1.095, H23 1.089
22 H 5.07 -0.76 1.32  C21 1.095
23 H 3.59 -0.85 2.30  C21 1.089
24 H 4.74 0.18 -1.09  C14 1.095
25 H 3.07 0.54 -1.51  C14 1.086
26 C 2.00 2.25 0.43  C12 1.538, N27 1.444, H46 1.090, H47 1.095
27 N 0.70 2.75 0.78  C26 1.444, C28 1.342, H45 1.009
28 C -0.15 3.27 -0.12  N27 1.342, O29 1.213, C30 1.537
29 O 0.11 3.49 -1.28  C28 1.213
30 C -1.54 3.55 0.48  C28 1.537, H31 1.094, O32 1.413, H44 1.095
31 H -1.43 4.15 1.39  C30 1.094
32 O -2.16 2.35 0.91  C30 1.413, C33 1.359
33 C -2.75 1.56 -0.03  O32 1.359, C34 1.390, C38 1.397
34 C -2.72 1.76 -1.40  C33 1.390, C35 1.385, H43 1.078
35 C -3.42 0.91 -2.25  C34 1.385, C36 1.381, H42 1.078
36 C -4.14 -0.14 -1.71  C35 1.381, C37 1.384, F41 1.346
37 C -4.17 -0.39 -0.35  C36 1.384, C38 1.378, H40 1.078
38 C -3.46 0.46 0.47  C33 1.397, C37 1.378, Br39 1.890
39 Br -3.41 0.15 2.34  C38 1.890
40 H -4.73 -1.22 0.05  C37 1.078
41 F -4.84 -0.95 -2.53  C36 1.346
42 H -3.40 1.06 -3.31  C35 1.078
43 H -2.14 2.56 -1.83  C34 1.078
44 H -2.16 4.09 -0.24  C30 1.095
45 H 0.36 2.54 1.70  N27 1.009
46 H 2.10 2.32 -0.65  C26 1.090
47 H 2.79 2.86 0.88  C26 1.095
48 H 2.19 0.84 2.02  C12 1.099
49 H 0.78 0.65 -1.49  C6 1.079
50 H -1.04 -0.88 -2.06  C5 1.079
51 H -1.95 -4.27 0.66  C1 1.095
52 H -3.10 -3.02 1.23  C1 1.095

Okay, here come the Mulliken numbers, in e, for every atom: -0.99 0.25 -0.50 0.45 -0.68 0.20 1.01 -0.64 -0.66 0.53 0.39 -1.04 0.04 -0.79 -0.49 0.09 0.44 -0.45 0.45 0.11 -0.80 0.43 0.38 0.50 0.24 -1.43 -0.06 0.87 -0.66 -1.12 0.44 -0.43 0.62 -0.55 -0.94 0.54 -0.41 0.05 -0.11 0.53 -0.38 0.44 0.45 0.44 0.29 0.38 0.35 0.64 0.28 0.54 0.40 0.35

=====

largest force on an atom of number 2 (C21H24BrFN2O3)?
0.72 eV Å⁻¹

=====

Which of these has the lowest HOMO?
C21H24BrFN2O3